Entry 1:
C42H49BFN12O3Pt | ωB97M-V/def2-TZVPD

energy above the lowest of the compared OMol25 structures with the same formula, charge and spin: 294.24 kJ/mol
E_tot: -74991.10471 eV
largest force on an atom: 1.27 eV/A
LUMO level: -8.92 eV

Geometry as ORCA input:
```
! wB97M-V def2-TZVPD RIJCOSX def2/J DEFGRID3
* xyz 3 1
Pt 0.43 -0.56 2.11
C -2.58 0.87 3.39
C -1.53 1.69 2.77
C -1.63 3.00 2.33
C -0.39 3.35 1.82
C 0.05 4.65 1.24
N 0.42 2.30 1.94
N -0.24 1.29 2.55
B 1.89 2.12 1.62
N 2.46 1.38 2.81
N 1.96 0.19 3.26
C 2.62 -0.13 4.40
C 2.41 -1.30 5.29
C 3.57 0.86 4.63
C 3.44 1.79 3.63
C 4.19 3.07 3.45
N 2.01 1.21 0.42
N 1.86 -0.11 0.65
C 2.23 -0.78 -0.47
C 2.38 -2.26 -0.57
C 2.59 0.17 -1.42
C 2.45 1.41 -0.83
C 2.72 2.77 -1.39
H -3.41 1.50 3.70
H -2.19 0.37 4.27
H -2.95 0.14 2.68
H -2.50 3.62 2.40
H -0.80 5.32 1.17
H 0.48 4.52 0.24
H 0.81 5.12 1.87
H 2.43 3.16 1.43
H 1.37 -1.55 5.38
H 2.79 -1.05 6.28
H 2.97 -2.17 4.94
H 4.26 0.89 5.46
H 4.94 3.15 4.23
H 3.53 3.93 3.52
H 4.68 3.11 2.48
H 2.10 -2.75 0.35
H 3.42 -2.49 -0.79
H 1.78 -2.67 -1.38
H 2.97 -0.04 -2.41
H 3.23 2.67 -2.35
H 3.35 3.36 -0.73
H 1.79 3.31 -1.55
C -1.65 -2.35 -5.42
C -2.68 -2.02 -4.36
N -2.08 -1.34 -3.19
C -1.53 -2.09 -2.24
C -1.04 -1.61 -1.05
C -0.44 -2.59 -0.12
O -0.31 -3.73 -0.48
O -0.08 -2.20 1.11
C -1.17 -0.24 -0.76
O -0.92 0.26 0.37
C -1.62 0.60 -1.85
C -1.62 2.00 -1.73
C -2.06 2.79 -2.74
F -2.04 4.13 -2.54
C -2.54 2.27 -3.97
C -2.50 0.89 -4.09
C -2.08 0.05 -3.05
N -2.99 3.08 -5.01
C -2.95 4.55 -4.91
C -3.52 5.20 -6.16
N -2.98 4.49 -7.38
C -3.43 3.04 -7.42
C -3.90 2.60 -6.04
H -2.14 -2.78 -6.29
H -0.93 -3.08 -5.05
H -1.10 -1.46 -5.73
H -3.15 -2.93 -3.99
H -3.48 -1.40 -4.75
H -1.48 -3.16 -2.42
H -1.27 2.45 -0.81
H -2.78 0.43 -5.02
H -1.92 4.87 -4.77
H -3.52 4.93 -4.06
H -3.22 6.24 -6.19
H -4.60 5.16 -6.21
H -1.97 4.54 -7.35
H -3.28 4.97 -8.23
H -2.59 2.45 -7.76
H -4.24 2.94 -8.13
H -3.95 1.52 -6.05
H -4.91 2.96 -5.84
C -1.95 -2.97 4.93
C -1.64 -2.04 3.97
N -0.40 -1.95 3.46
C 0.53 -2.85 3.83
C 0.30 -3.80 4.81
C -0.96 -3.83 5.38
C 1.37 -4.65 5.41
C 2.35 -5.39 4.90
C 2.70 -5.68 3.50
C 3.86 -6.41 3.24
C 4.15 -6.68 1.92
N 3.37 -6.29 0.92
C 2.28 -5.60 1.27
N 1.91 -5.27 2.51
H -2.94 -2.98 5.36
H -2.38 -1.38 3.59
H 1.50 -2.77 3.37
H -1.17 -4.53 6.18
H 1.31 -4.65 6.50
H 2.98 -5.89 5.62
H 4.50 -6.74 4.04
H 5.04 -7.25 1.65
H 1.63 -5.28 0.47
*
```

=====

Entry 2:
C18H29F3N2O7P3PdS | ωB97M-V/def2-TZVPD

E_tot: -86783.74216 eV
largest force on an atom: 0.74 eV/A
LUMO level (alpha / beta): -2.74 / -4.17 eV

Geometry as ORCA input:
```
! wB97M-V def2-TZVPD RIJCOSX def2/J DEFGRID3
* xyz 1 3
Pd 0.44 0.36 -0.05
N 3.70 -2.19 2.38
C 2.64 -1.50 1.56
C 2.11 -2.56 0.60
P 1.33 -0.79 2.66
O 2.20 -0.74 4.03
O 0.19 -1.71 2.76
O 1.11 0.62 2.14
P 3.62 -0.27 0.59
O 4.11 0.64 1.82
O 4.74 -1.06 0.02
O 2.67 0.51 -0.28
H 3.42 -3.14 2.62
H 3.86 -1.66 3.24
H 4.56 -2.23 1.78
H 1.52 -3.30 1.14
H 2.93 -3.03 0.06
H 1.45 -2.11 -0.16
H 2.10 0.05 4.57
H 4.61 1.44 1.59
C 1.21 0.74 -4.79
S 1.11 1.68 -3.27
C 2.85 1.84 -2.93
O 0.50 0.68 -2.30
H 1.71 1.34 -5.56
H 0.19 0.53 -5.11
H 1.75 -0.18 -4.61
H 3.28 2.46 -3.71
H 3.32 0.86 -2.88
H 2.96 2.33 -1.96
C -2.78 -0.18 1.00
P -1.65 -0.86 -0.25
C -2.37 -0.43 -1.87
C -1.92 -2.66 -0.10
C -2.93 -3.26 -0.87
C -3.21 -4.61 -0.73
C -2.50 -5.38 0.17
C -1.52 -4.79 0.95
C -1.24 -3.44 0.82
H -3.74 -0.70 0.95
H -2.94 0.88 0.84
H -2.34 -0.34 1.98
H -3.45 -0.33 -1.81
H -2.12 -1.20 -2.59
H -1.94 0.49 -2.24
H -3.52 -2.69 -1.57
H -3.99 -5.05 -1.33
H -2.72 -6.43 0.28
H -0.98 -5.37 1.67
H -0.52 -2.97 1.47
F -3.83 5.99 0.17
C -2.63 6.00 0.77
F -1.90 6.99 0.21
F -2.80 6.30 2.06
C -1.93 4.67 0.60
C -1.25 4.07 1.64
C -0.61 2.86 1.42
N -0.63 2.25 0.23
C -1.28 2.85 -0.78
C -1.94 4.05 -0.64
H -1.22 4.52 2.62
H -0.07 2.34 2.20
H -1.25 2.33 -1.73
H -2.45 4.48 -1.49
*
```

=====

Entry 3:
C26H55BrO14P4S | ωB97M-V/def2-TZVPD

SMILES: CCOC[C@@H]1C(=O)O[C@@](S)(P(C)C)[C@]1(CCCCOC=O)P(O)Br.CCOP(=O)(OCC)OCC.CCOP(=O)(OCC)OCC
E_tot: -174554.01477 eV
largest force on an atom: 7.95 eV/A
LUMO level: -0.54 eV

Geometry as ORCA input:
```
! wB97M-V def2-TZVPD RIJCOSX def2/J DEFGRID3
* xyz 0 1
C -7.50 4.28 2.39
C -6.05 4.63 2.04
O -5.82 4.43 0.65
C -4.46 4.42 0.32
C -4.19 3.58 -0.94
C -4.57 4.35 -2.19
O -3.86 4.97 -2.92
O -5.91 4.15 -2.38
C -6.14 2.76 -2.06
S -7.84 2.81 -1.28
P -6.29 1.95 -3.77
C -6.32 0.12 -3.60
C -7.96 2.34 -4.39
C -4.93 2.24 -1.14
C -3.96 1.29 -1.86
C -2.60 1.02 -1.15
C -2.20 -0.47 -1.12
C -1.78 -0.96 0.28
O -2.30 -2.28 0.50
C -3.24 -2.39 1.45
O -3.97 -3.34 1.52
P -5.77 1.44 0.37
O -5.85 -0.11 -0.14
Br -4.21 1.40 2.03
H -7.93 5.05 3.01
H -8.08 4.11 1.49
H -7.50 3.37 3.00
H -5.86 5.68 2.27
H -5.38 4.02 2.65
H -3.81 4.09 1.13
H -4.15 5.45 0.08
H -3.10 3.57 -1.00
H -8.09 4.11 -1.51
H -7.01 -0.32 -4.32
H -6.60 -0.23 -2.60
H -5.32 -0.26 -3.82
H -8.15 3.41 -4.35
H -8.03 1.96 -5.41
H -8.74 1.84 -3.81
H -3.73 1.69 -2.85
H -4.41 0.32 -2.04
H -1.85 1.55 -1.73
H -2.55 1.44 -0.15
H -2.93 -1.14 -1.57
H -1.30 -0.56 -1.73
H -0.70 -0.97 0.38
H -2.16 -0.26 1.02
H -3.31 -1.59 2.20
H -5.04 -0.60 0.02
O 1.51 -1.64 -2.53
P 2.97 -1.52 -2.29
O 3.57 -1.57 -3.81
C 3.40 -0.44 -4.68
C 4.34 0.70 -4.32
O 3.21 -3.08 -1.82
C 2.17 -3.89 -1.28
C 1.63 -4.84 -2.33
O 4.36 -1.09 -1.61
C 5.47 -1.96 -1.32
C 6.12 -2.58 -2.54
H 2.36 -0.11 -4.66
H 3.62 -0.79 -5.68
H 4.08 1.13 -3.35
H 4.27 1.50 -5.06
H 5.37 0.36 -4.26
H 1.38 -3.28 -0.85
H 2.62 -4.46 -0.46
H 1.31 -4.30 -3.21
H 0.79 -5.41 -1.93
H 2.41 -5.54 -2.64
H 5.18 -2.72 -0.59
H 6.20 -1.32 -0.82
H 5.47 -3.31 -3.01
H 7.03 -3.09 -2.23
H 6.37 -1.82 -3.28
O 5.50 0.99 3.74
P 5.76 -0.45 3.75
O 4.38 -1.26 3.87
C 3.40 -1.13 2.84
C 3.77 -1.89 1.58
O 6.39 -0.78 5.20
C 6.86 0.25 6.07
C 5.84 0.55 7.15
O 6.67 -1.42 2.91
C 7.38 -2.56 3.43
C 6.48 -3.65 3.98
H 3.24 -0.07 2.62
H 2.47 -1.52 3.25
H 4.65 -1.46 1.11
H 2.96 -1.87 0.86
H 4.01 -2.93 1.82
H 7.11 1.15 5.51
H 7.78 -0.12 6.52
H 4.87 0.79 6.71
H 6.16 1.38 7.77
H 5.70 -0.33 7.79
H 8.12 -2.25 4.17
H 7.94 -2.96 2.58
H 5.97 -3.33 4.89
H 7.08 -4.53 4.21
H 5.72 -3.93 3.25
*
```